{"formula": "C42H105F2KNO32P7S2", "method": "ωB97M-V/def2-TZVPD", "species": ["K", "N", "S", "O", "O", "F", "S", "O", "O", "F", "C", "C", "O", "P", "O", "O", "C", "C", "O", "C", "C", "H", "H", "H", "H", "H", "H", "H", "H", "H", "H", "H", "H", "H", "H", "H", "C", "C", "O", "P", "O", "O", "C", "C", "O", "C", "C", "H", "H", "H", "H", "H", "H", "H", "H", "H", "H", "H", "H", "H", "H", "H", "C", "C", "O", "P", "O", "O", "C", "C", "O", "C", "C", "H", "H", "H", "H", "H", "H", "H", "H", "H", "H", "H", "H", "H", "H", "H", "C", "C", "O", "P", "O", "O", "C", "C", "O", "C", "C", "H", "H", "H", "H", "H", "H", "H", "H", "H", "H", "H", "H", "H", "H", "H", "C", "C", "O", "P", "O", "O", "C", "C", "O", "C", "C", "H", "H", "H", "H", "H", "H", "H", "H", "H", "H", "H", "H", "H", "H", "H", "C", "C", "O", "P", "O", "O", "C", "C", "O", "C", "C", "H", "H", "H", "H", "H", "H", "H", "H", "H", "H", "H", "H", "H", "H", "H", "C", "C", "O", "P", "O", "O", "C", "C", "O", "C", "C", "H", "H", "H", "H", "H", "H", "H", "H", "H", "H", "H", "H", "H", "H", "H"], "positions_angstrom": [[1.9373, 2.3109, 0.3321], [0.0435, 0.4256, 0.0370], [0.1311, -0.7660, -0.8789], [0.4539, -0.5265, -2.2679], [-0.5877, -1.9887, -0.5633], [1.5864, -1.2591, -0.2796], [-1.6181, 0.6170, -0.0368], [-2.2940, 0.6017, 1.2347], [-2.3859, 0.1359, -1.1527], [-1.5725, 2.2004, -0.3549], [1.8092, -3.9572, 1.3310], [1.1051, -4.7255, 0.1985], [1.8875, -5.9465, 0.2994], [1.1259, -7.3403, 0.1314], [0.1551, -7.3711, -0.9954], [2.2844, -8.4565, -0.0662], [3.5050, -8.1346, -0.6661], [4.1341, -9.3359, -1.4009], [0.4959, -7.6174, 1.5622], [-0.6000, -8.5754, 1.6940], [-0.0859, -9.9448, 2.1069], [2.8966, -3.9051, 1.3735], [1.3315, -3.0035, 1.5743], [1.6761, -4.4227, 2.3183], [0.0505, -4.8760, 0.4101], [1.3233, -4.1764, -0.7150], [3.4568, -7.3462, -1.4241], [4.2350, -7.7759, 0.0662], [4.8638, -9.0203, -2.1399], [4.4567, -10.0986, -0.6850], [3.4066, -9.9818, -1.9054], [-1.1058, -8.0082, 2.4773], [-1.3269, -8.7188, 0.8947], [0.6277, -9.8908, 2.9267], [-0.9436, -10.4738, 2.5393], [0.2098, -10.5844, 1.2784], [-4.1983, -3.8779, -8.0699], [-2.7584, -3.4489, -7.8312], [-1.8854, -4.5863, -8.0402], [-0.7160, -4.9759, -7.0031], [-0.2412, -6.3590, -7.2460], [0.4514, -3.8347, -7.0986], [1.5343, -3.8741, -8.0382], [2.2507, -2.5284, -8.0562], [-1.2976, -4.6431, -5.5574], [-0.5936, -5.0298, -4.3450], [-1.0387, -4.0975, -3.2097], [-4.8756, -3.1488, -7.6275], [-4.3577, -3.9082, -9.1467], [-4.3248, -4.8421, -7.5848], [-2.3187, -2.6258, -8.3978], [-2.6056, -3.1503, -6.7892], [2.1533, -4.7759, -8.0804], [0.9990, -4.0614, -8.9811], [2.8059, -2.3025, -7.1508], [2.9221, -2.5842, -8.9143], [1.4452, -1.8257, -8.2635], [-0.8319, -6.0770, -4.1721], [0.4802, -4.9607, -4.5263], [-2.1028, -4.0257, -3.4386], [-0.9095, -4.6362, -2.2718], [-0.4789, -3.1685, -3.1873], [-2.5301, -4.1747, 8.0043], [-3.5837, -4.3191, 6.9060], [-3.2874, -3.4237, 5.8001], [-3.3316, -1.8197, 5.8440], [-2.0198, -1.2097, 5.6480], [-4.5181, -1.3973, 4.8666], [-4.1059, -0.8680, 3.5691], [-5.1120, -1.2885, 2.5443], [-3.9076, -1.5230, 7.3356], [-3.8955, -0.2095, 7.8896], [-3.1310, -0.1808, 9.1886], [-1.5561, -4.5821, 7.7420], [-2.4207, -3.1693, 8.4009], [-2.8948, -4.7155, 8.8853], [-3.6211, -5.3279, 6.5048], [-4.5745, -3.9594, 7.1865], [-4.0564, 0.2188, 3.6908], [-3.0793, -1.0035, 3.2209], [-5.4472, -2.3247, 2.6170], [-6.0594, -0.7554, 2.6660], [-4.7509, -1.1199, 1.5302], [-3.4989, 0.5268, 7.1900], [-4.9452, -0.0398, 8.1407], [-3.2387, 0.7868, 9.6828], [-3.5617, -0.8272, 9.9661], [-2.1204, -0.5923, 9.1844], [-2.7955, 4.3972, 7.3048], [-3.1000, 5.3993, 6.1253], [-3.6372, 4.6613, 5.0477], [-4.5654, 5.4018, 3.9490], [-4.0429, 6.6120, 3.2962], [-5.9547, 5.6698, 4.7485], [-6.8229, 6.7274, 4.3216], [-8.1925, 6.5696, 4.9348], [-5.0699, 4.1900, 3.0019], [-4.2018, 3.5094, 2.0523], [-5.2041, 2.8620, 1.1173], [-1.9261, 4.5989, 7.9345], [-3.6144, 4.6150, 7.9909], [-2.6940, 3.3715, 6.9689], [-3.8760, 6.0964, 6.4531], [-2.2248, 6.0044, 5.8799], [-6.3905, 7.6436, 4.7392], [-6.8837, 6.9709, 3.2599], [-8.7862, 7.3641, 4.4799], [-8.5920, 5.5816, 4.7096], [-8.1691, 6.7417, 6.0094], [-3.5359, 4.2652, 1.6353], [-3.6252, 2.7757, 2.6156], [-5.8059, 2.0955, 1.6027], [-5.9252, 3.6277, 0.8214], [-4.7842, 2.4932, 0.1811], [0.3793, 7.6905, -3.3010], [-0.2347, 6.3861, -3.6951], [0.6988, 5.3907, -4.1627], [0.6986, 3.8903, -3.6166], [0.4235, 3.6916, -2.1967], [-0.3079, 3.1354, -4.5471], [-0.6042, 1.7368, -4.3009], [-1.1010, 0.9661, -5.5171], [2.1046, 3.3334, -4.1400], [3.3107, 3.8411, -3.5599], [4.4066, 2.8046, -3.8509], [0.7378, 8.2781, -4.1453], [-0.4442, 8.3128, -2.9296], [1.0412, 7.6455, -2.4370], [-0.8782, 6.0448, -2.8812], [-0.9613, 6.5495, -4.4923], [0.2314, 1.1689, -3.8965], [-1.4124, 1.8862, -3.5807], [-2.0223, 1.3529, -5.9467], [-0.3051, 0.9125, -6.2658], [-1.2193, -0.0916, -5.2770], [3.6707, 4.8175, -3.8856], [3.1528, 3.9373, -2.4800], [3.9950, 1.8022, -3.9332], [4.8045, 3.0814, -4.8314], [5.2624, 2.9062, -3.1867], [5.6527, -1.4066, -6.3874], [6.6691, -0.3514, -5.9634], [7.3829, -0.8630, -4.8411], [7.1019, -0.2785, -3.3635], [7.1195, 1.1763, -3.2408], [5.8329, -1.1185, -2.8083], [5.6453, -1.1612, -1.3838], [4.3144, -1.7215, -1.0672], [8.3065, -0.9916, -2.5573], [9.6093, -0.7931, -3.0952], [10.6483, -1.4375, -2.1975], [5.0199, -1.6269, -5.5214], [4.9787, -1.0713, -7.1833], [5.9326, -2.3868, -6.7769], [7.2867, -0.2323, -6.8581], [6.2257, 0.6252, -5.7726], [6.4469, -1.7243, -0.8962], [5.7582, -0.1248, -1.0409], [4.2410, -2.8084, -1.0961], [4.0224, -1.4609, -0.0458], [3.5205, -1.2661, -1.6584], [9.8242, -1.0883, -4.1212], [9.8684, 0.2695, -3.0292], [10.2010, -1.5536, -1.2094], [10.8773, -2.4570, -2.5253], [11.6153, -0.9401, -2.2039], [1.7358, 8.1678, 3.8654], [1.1567, 6.8106, 4.2704], [0.5860, 6.3379, 3.0184], [0.2569, 4.8024, 2.7661], [1.3886, 3.9652, 2.3162], [-0.4327, 4.2790, 4.1066], [-0.9177, 2.9243, 4.1352], [-0.5973, 2.3560, 5.5087], [-0.9412, 4.8947, 1.7440], [-0.8737, 5.2309, 0.3592], [-1.0460, 6.7179, 0.1696], [2.4597, 8.0912, 3.0447], [1.1470, 8.9975, 3.4747], [2.4122, 8.5541, 4.6359], [1.9935, 6.1776, 4.5601], [0.3942, 6.8941, 5.0398], [-1.9432, 2.8964, 3.7740], [-0.4341, 2.2247, 3.4447], [-1.2952, 1.5765, 5.8426], [0.3160, 1.7644, 5.5831], [-0.6496, 3.0303, 6.3613], [0.0692, 4.8481, -0.0369], [-1.5938, 4.6624, -0.2299], [-0.4988, 7.2017, 0.9844], [-0.6815, 7.1269, -0.7675], [-2.0473, 7.1279, 0.3186]], "atomic_forces_ev_per_a": [[-0.1678, 0.2772, -0.1280], [-4.0074, 1.9986, 1.2063], [4.3724, -7.4912, -3.0148], [-0.6082, 0.4069, 1.1031], [-0.3924, 1.8989, -0.2326], [-0.0633, 0.8072, -0.3230], [-2.7905, 3.6424, 1.2426], [1.3335, -0.5078, -0.4122], [1.5108, -0.3415, 0.3925], [0.3417, -0.4373, 0.2202], [-1.3116, 0.6509, 2.0739], [2.3088, 0.9530, 1.9968], [-0.5348, -1.7868, -0.7939], [-0.4031, -0.1244, -1.9255], [0.6060, 0.0773, 1.1332], [-1.0276, 0.8469, 0.9480], [1.9036, -0.0935, -1.5017], [-1.2799, -1.0250, 0.7917], [0.3166, -0.3510, -1.4975], [0.1524, 0.2147, 1.3983], [-1.0685, -0.0273, 0.6812], [0.0251, 0.2830, -1.1987], [0.3669, 0.3108, -0.7264], [-0.5072, -0.7371, -0.3394], [-0.0007, -0.0357, -0.2654], [-0.3970, -0.5747, -0.3981], [-0.6550, 0.1424, 0.2174], [-0.2547, -0.0296, 0.2300], [0.3219, -0.0816, 0.3017], [0.9094, 0.4631, 0.0887], [-0.4142, 0.7959, -0.4294], [-0.5069, -0.9256, 0.3143], [0.6254, 0.7437, -0.6835], [0.3632, 0.0150, -0.3329], [-0.0846, 0.0393, -0.0213], [0.5081, 0.3286, -0.0706], [0.8924, 0.6950, -0.3425], [0.8590, 0.0436, 1.3162], [0.7404, -0.2005, 0.7499], [0.8144, -0.6355, -0.1425], [-0.2862, 1.3509, 0.1531], [-0.4515, -0.7748, 0.9084], [-1.1444, -0.5228, -1.6060], [-0.6962, -1.1476, -0.5415], [-0.1368, 0.1737, -0.9758], [0.6348, 0.1673, 0.0701], [-0.0791, -1.4947, -0.9437], [-0.0527, -0.0095, -0.0270], [-0.3386, -0.3781, 0.0616], [-0.2003, -0.0590, -0.1808], [-0.6298, -0.0372, -0.4902], [-0.3716, 0.0292, 0.0004], [0.1927, 0.0834, 1.3807], [0.3549, 0.7321, -0.4161], [-0.1308, 0.0180, 0.0902], [0.1454, 0.3323, 0.0667], [0.3873, 0.5037, 0.1789], [-0.0918, 0.0477, 0.2098], [0.0237, -0.0122, -0.0602], [-0.0728, 0.7465, 0.6029], [-0.0146, 0.1353, 0.0985], [-0.3318, 0.1989, -0.1071], [-0.7102, -0.5378, 0.7211], [0.2892, 1.6488, 0.0661], [0.1228, 0.7116, -0.4720], [-0.2666, -1.1068, 1.7769], [0.0996, 0.4927, -0.6055], [1.4378, -0.2008, -0.0499], [-0.0408, 1.2159, -0.3198], [-1.0632, -0.0191, -0.3617], [0.1971, -0.8273, -1.4037], [-0.3681, -0.2144, 0.5840], [-0.1476, -0.7608, 1.3881], [-0.0551, 0.0412, -0.2309], [0.0032, 0.2346, -0.5275], [0.0888, -0.3238, -0.1358], [-0.0137, 0.0792, -0.1194], [0.0011, -0.6859, 0.7134], [-0.6079, 0.0952, -0.0295], [0.0438, -1.2089, 0.6473], [0.6380, -0.2016, 0.1506], [0.1604, 0.3106, -0.0169], [0.0832, 0.0869, 0.0574], [-0.1533, -0.0482, -0.1085], [0.0714, 0.5807, -0.3149], [0.5712, 0.2640, -0.4110], [-0.5715, -0.2062, -0.4639], [0.2685, 0.7377, -0.6019], [-0.5641, 1.4316, -0.0748], [0.5114, -0.0536, 1.6217], [-0.5972, 0.0948, -1.5523], [-1.5555, -0.7739, -0.0048], [0.2460, -0.6021, 0.2339], [1.0225, -0.5493, -0.7777], [0.3402, 1.5153, 1.0330], [0.2748, -0.0045, -0.3351], [0.8874, 1.1372, 1.3163], [-0.7167, 0.0302, 0.5358], [-0.1149, 0.5217, -0.7231], [0.3233, 0.4136, -0.5745], [-0.2305, -1.0457, 0.0909], [-0.5227, -0.0353, -0.0373], [0.1428, 0.0392, 0.1439], [0.0148, -0.3041, -0.5649], [0.0189, 0.0578, -0.0423], [0.2746, -1.0026, -0.2511], [-0.3596, -0.2093, 0.0898], [-0.2416, 0.1082, 0.0277], [0.0074, -0.1951, 0.0277], [-0.0053, -0.2466, -0.4273], [0.0890, -0.0476, -0.1939], [0.3469, -0.1812, 0.1349], [0.0841, 0.1123, -0.0004], [0.2538, -0.2524, 0.2339], [-0.5508, 0.8462, 0.2597], [-1.0663, -0.1964, -0.1889], [0.0050, -0.3224, 0.6751], [0.2439, -0.0564, -1.5560], [0.3705, 0.2006, 1.1727], [0.6578, 0.2652, -1.1321], [-1.3728, -0.2943, 0.4619], [0.7768, 0.2216, -0.2964], [-0.4272, 1.0522, -0.0357], [0.8985, -1.1944, 1.1274], [-0.0662, 1.1828, -0.7844], [0.6346, -0.3085, 0.0829], [-0.1673, -0.1363, -0.0257], [0.4685, -0.1894, -0.3775], [0.4851, -0.5582, 0.2345], [0.2472, 0.0241, -0.3160], [0.1100, 0.4823, 0.3091], [0.1641, -1.0513, 0.2858], [0.0543, 0.0670, -0.0266], [-0.1457, 0.4370, -0.2032], [-0.3174, 0.1267, 0.5063], [-0.7129, 0.1092, -0.5211], [-0.0578, -0.0417, 0.0557], [0.1276, -0.0871, 0.4005], [0.0209, -0.3588, -0.1127], [-0.1817, -0.3420, 0.2423], [-1.7606, 0.0169, 0.3753], [-0.5195, -1.0913, -1.6244], [-0.2291, 0.7180, 0.9386], [0.8024, -1.9386, 0.0754], [-0.5951, 0.1616, -0.0702], [1.2107, 0.6011, -1.0268], [0.7744, 0.7706, 0.3659], [-1.1906, 0.0254, 0.6801], [-0.6316, -0.2256, -1.0958], [2.0929, 1.3886, 0.7406], [-0.3753, -1.5429, 0.0169], [-0.1245, 0.0037, -0.0813], [0.0942, 0.5454, 0.1777], [1.1187, 0.2152, 0.3001], [0.8397, 0.1944, 0.6236], [-0.1745, -0.1245, 0.2854], [0.0282, -0.0907, -0.3259], [-0.2529, -0.0933, 0.1964], [0.1410, 0.0229, -0.4012], [0.2979, -0.0026, 0.0946], [0.1537, -0.1946, -0.3103], [-0.9917, -0.2698, -0.1311], [-0.5603, 0.1709, -0.2794], [0.4469, 0.3469, 0.2039], [-0.1759, -0.0351, 0.0026], [-0.2211, 0.4058, 0.2147], [1.7753, 0.5567, -0.0020], [0.4792, 1.4715, -1.5688], [-0.3381, -1.2071, 0.7502], [-0.8403, 0.2611, 0.0126], [0.0928, 0.0569, -0.2053], [0.5621, 0.5946, -1.1881], [0.4042, -1.2309, 0.4295], [-0.9347, -1.1816, 1.1159], [-0.4753, -0.4858, 0.5636], [0.4517, -0.1221, -1.0677], [0.1726, 0.9774, 0.9578], [-0.1302, -0.8260, -0.0670], [-0.9384, -0.4052, 0.6287], [-0.5000, 0.0837, 0.3708], [-0.1961, -0.2046, 0.2047], [-0.0750, -0.2335, -0.0325], [-0.2420, 0.3489, 0.7702], [0.4898, 0.6517, -0.3542], [-0.4157, 0.0424, -0.6138], [0.4269, 0.6062, -0.4302], [0.2912, 0.5674, -0.4238], [0.1994, 0.4061, -0.0130], [-0.3560, -0.1382, 0.6013], [0.2877, 0.0975, -0.2741], [0.1723, -0.3338, -0.1877], [-0.2743, -0.6373, -0.1213]], "lowdin_charge": [0.834, -0.354, 0.440, -0.272, -0.274, -0.248, 0.558, -0.265, -0.251, -0.203, -0.087, -0.210, -0.208, 0.427, -0.249, -0.169, -0.305, -0.072, -0.181, -0.244, -0.076, 0.074, 0.065, 0.075, 0.122, 0.111, 0.114, 0.117, 0.073, 0.071, 0.076, 0.119, 0.117, 0.079, 0.076, 0.078, -0.057, -0.263, -0.192, 0.436, -0.244, -0.204, -0.282, -0.062, -0.215, -0.229, -0.041, 0.076, 0.076, 0.084, 0.118, 0.100, 0.119, 0.113, 0.060, 0.079, 0.077, 0.121, 0.113, 0.084, 0.066, 0.064, -0.069, -0.220, -0.193, 0.415, -0.226, -0.162, -0.269, -0.071, -0.214, -0.266, -0.083, 0.080, 0.055, 0.079, 0.116, 0.112, 0.111, 0.104, 0.081, 0.075, 0.077, 0.106, 0.123, 0.076, 0.076, 0.079, -0.048, -0.250, -0.188, 0.462, -0.230, -0.187, -0.296, -0.076, -0.198, -0.228, -0.053, 0.072, 0.069, 0.048, 0.108, 0.107, 0.115, 0.120, 0.079, 0.081, 0.076, 0.107, 0.090, 0.077, 0.080, 0.077, -0.084, -0.267, -0.150, 0.382, -0.236, -0.163, -0.238, -0.054, -0.165, -0.262, -0.068, 0.081, 0.081, 0.079, 0.104, 0.125, 0.093, 0.120, 0.076, 0.078, 0.079, 0.121, 0.097, 0.080, 0.077, 0.064, -0.084, -0.253, -0.177, 0.451, -0.219, -0.177, -0.281, -0.080, -0.176, -0.294, -0.076, 0.071, 0.068, 0.081, 0.118, 0.109, 0.122, 0.117, 0.088, 0.076, 0.073, 0.118, 0.116, 0.080, 0.072, 0.076, -0.081, -0.210, -0.188, 0.410, -0.340, -0.162, -0.230, -0.055, -0.170, -0.254, -0.039, 0.077, 0.078, 0.076, 0.122, 0.115, 0.093, 0.115, 0.066, 0.083, 0.059, 0.087, 0.108, 0.072, 0.049, 0.089], "largest_force_ev_per_a": 9.18, "total_charge": 0, "lumo_energy_ev": -0.38, "de_lowest_kcal_mol": 0.00, "homo_lumo_gap_ev": 9.5}